Here is 6 unconnected molecules or ions with the total composition C22H33ClF2N2O18P in a non-equilibrium geometry from OMol25. Energies are from ωB97M-V with the def2-TZVPD basis set.

Summary:
E: -3322.82137 Ha
E_LUMO: -6.2191 eV
Total charge: +1
Kohn-Sham gap: 5.754 eV

Geometry as XYZ:
```
79
Properties=species:S:1:pos:R:3:forces:R:3
O -2.693 1.746 2.789 2.4 -10.0 3.1
C -2.438 0.465 3.174 -3.9 5.8 -3.8
F -3.404 -0.616 2.755 4.1 3.8 2.1
N -1.212 0.035 3.956 -3.2 0.2 2.2
N -0.031 0.257 3.263 3.5 2.4 1.0
P 0.133 -1.155 2.127 -0.4 -3.8 -4.6
O 1.435 -0.844 0.984 -1.0 0.7 4.9
Cl 0.567 -2.806 3.399 0.8 2.5 -1.0
C -1.190 0.608 5.356 -0.5 6.7 4.9
O -1.172 1.907 5.681 0.1 -9.8 -2.9
F -1.247 -0.352 6.520 0.3 2.8 -4.9
H 0.802 0.229 3.918 -1.1 0.4 -0.2
H -0.004 1.179 2.743 -0.1 -0.7 0.5
H 2.179 -0.498 1.563 -0.3 -0.7 -1.4
C -0.199 1.240 -2.766 -0.2 -0.4 0.2
C -0.685 -0.189 -2.627 0.5 1.4 -0.9
C -2.176 -0.337 -2.699 -0.4 0.3 -0.8
O -2.396 -1.527 -1.966 0.7 -0.7 1.2
C -1.377 -1.616 -1.061 0.0 -0.9 0.9
O -1.341 -2.404 -0.133 0.0 1.3 -1.4
O -0.399 -0.695 -1.332 -0.9 -1.2 0.9
H 0.805 1.351 -2.344 -0.2 -0.1 -0.3
H -0.178 1.544 -3.817 -0.1 -0.4 0.4
H -0.848 1.937 -2.224 0.0 -0.1 0.0
H -0.176 -0.832 -3.357 -0.2 0.0 0.1
H -2.542 -0.437 -3.724 0.0 -0.2 0.2
H -2.719 0.475 -2.203 0.2 0.0 -0.1
C 0.571 7.594 -3.108 0.2 0.2 -0.2
C 0.174 6.143 -2.919 -0.2 1.6 0.1
C 0.810 5.487 -1.730 -0.1 0.5 0.9
O 0.808 4.122 -2.103 0.1 -0.7 -0.9
C 0.861 4.096 -3.468 0.2 -1.2 -1.6
O 1.071 3.098 -4.134 0.1 2.6 1.2
O 0.653 5.345 -3.990 0.3 -1.6 0.3
H 0.404 7.909 -4.144 -0.2 -0.1 0.2
H -0.003 8.246 -2.443 0.0 -0.1 -0.1
H 1.635 7.747 -2.900 -0.1 -0.1 0.0
H -0.920 6.052 -2.898 0.1 -0.1 0.1
H 0.242 5.640 -0.808 0.1 -0.2 -0.1
H 1.849 5.795 -1.565 -0.1 0.2 -0.1
C -2.140 -5.558 -1.113 -0.1 0.0 -0.3
C -1.295 -6.545 -0.332 -1.1 0.9 -0.3
C -0.051 -5.949 0.258 0.0 0.7 0.7
O 0.802 -7.075 0.359 0.1 -0.8 -0.5
C 0.420 -7.938 -0.628 1.2 -2.1 -0.9
O 1.050 -8.922 -0.970 -1.4 2.2 0.8
O -0.767 -7.545 -1.190 1.1 -0.5 0.4
H -2.799 -6.081 -1.814 0.0 0.0 0.3
H -2.751 -4.950 -0.439 0.1 -0.1 -0.1
H -1.517 -4.882 -1.709 0.0 -0.1 0.1
H -1.907 -7.046 0.428 0.2 0.1 0.0
H -0.222 -5.501 1.240 0.1 -0.2 -0.1
H 0.432 -5.212 -0.394 -0.2 0.0 -0.1
C -4.400 -4.624 6.870 -0.2 -0.2 -0.1
C -3.066 -4.281 6.236 -1.0 -0.2 1.2
C -3.012 -2.910 5.631 -0.3 0.7 0.6
O -2.013 -3.057 4.640 0.2 -0.6 -0.5
C -2.038 -4.369 4.260 0.5 -1.6 -1.6
O -1.454 -4.822 3.292 -1.2 1.0 2.0
O -2.814 -5.111 5.112 1.0 0.7 -1.2
H -4.523 -5.709 6.951 0.2 0.2 0.1
H -4.483 -4.181 7.867 0.1 -0.1 -0.1
H -5.235 -4.256 6.265 0.2 0.0 0.0
H -2.254 -4.441 6.957 0.0 0.1 -0.1
H -2.733 -2.140 6.355 0.1 -0.2 -0.2
H -3.944 -2.614 5.136 0.0 -0.2 0.1
C 5.490 3.277 -4.912 0.2 0.0 -0.2
C 5.271 4.154 -3.695 0.0 -1.2 -0.9
C 4.110 5.095 -3.822 -0.8 -0.3 -0.2
O 4.474 6.141 -2.941 0.7 0.3 0.4
C 5.839 6.161 -2.909 1.9 1.8 0.9
O 6.508 7.049 -2.412 -1.6 -2.0 -1.1
O 6.360 5.048 -3.516 -0.4 1.1 0.6
H 6.518 2.901 -4.939 -0.2 0.0 0.2
H 4.802 2.426 -4.908 0.1 0.1 0.0
H 5.334 3.836 -5.841 0.0 0.0 0.2
H 5.197 3.534 -2.792 -0.1 0.1 0.0
H 3.164 4.641 -3.518 0.3 0.2 0.0
H 3.999 5.517 -4.827 0.1 -0.2 0.0
```
Positions in Å, forces in eV/Å.

Here are the Mulliken charges for atoms 1 to 6, given in e: atom 1 (O): -0.39, atom 2 (C): 0.50, atom 3 (F): -0.16, atom 4 (N): 0.27, atom 5 (N): -0.33, atom 6 (P): 0.60

***

Here is a molecular structure, C22H33ClN2O4RbS3 in a non-equilibrium geometry from OMol25. Energies are from ωB97M-V with the def2-TZVPD basis set.

Summary:
E: -2947.20201 Ha
E_LUMO: 2.1372 eV
Total charge: -1
Kohn-Sham gap: 5.798 eV

Geometry as XYZ:
```
66
Properties=species:S:1:pos:R:3:forces:R:3
Rb -1.118 0.151 -0.205 1.3 0.4 -1.2
C -1.656 6.536 -0.493 0.0 0.0 0.2
C -0.319 5.820 -0.342 0.1 0.3 0.0
S -0.289 4.027 -0.255 -0.1 -0.1 0.0
C -1.394 3.701 1.135 0.0 0.0 0.1
C -2.925 3.666 0.920 0.1 0.1 0.1
S -3.485 2.989 -0.664 0.2 -0.1 0.0
C -4.629 4.235 -1.267 -0.2 0.1 -0.1
C -4.215 5.709 -1.297 -0.2 0.0 0.1
S -2.598 6.121 -1.986 0.1 0.0 -0.1
H -1.464 7.612 -0.488 0.0 0.0 -0.1
H -2.285 6.332 0.372 0.0 0.0 0.0
H 0.171 6.232 0.547 0.0 0.0 0.0
H 0.332 6.068 -1.184 0.0 -0.1 0.0
H -1.172 4.425 1.926 0.0 0.0 0.0
H -1.065 2.741 1.538 0.0 0.0 -0.1
H -3.340 4.669 1.017 0.0 0.0 0.0
H -3.348 3.065 1.725 0.0 0.0 0.0
H -5.574 4.178 -0.717 0.0 0.0 0.0
H -4.852 3.902 -2.283 0.1 0.0 0.0
H -4.271 6.143 -0.297 0.0 0.0 0.0
H -4.966 6.243 -1.883 0.0 0.0 0.0
O -2.446 -1.708 1.743 -0.3 0.4 0.1
Cl -3.175 -0.443 1.817 -0.1 -0.2 0.2
O -4.249 -0.532 2.758 0.1 0.0 -0.1
O -2.228 0.602 2.215 -0.6 -0.3 0.2
O -3.667 -0.121 0.486 -0.4 -0.2 0.7
C 4.187 -2.305 1.398 -0.1 0.0 0.1
C 2.844 -2.085 1.788 0.1 0.0 0.0
C 2.131 -1.071 1.214 -0.1 0.2 -0.1
C 2.684 -0.187 0.238 -0.1 -0.1 0.1
C 1.874 0.874 -0.311 -0.1 -0.2 0.1
C 2.552 1.669 -1.216 0.2 0.0 -0.1
C 3.908 1.475 -1.592 -0.2 0.1 0.0
C 4.644 0.451 -1.069 0.0 -0.1 0.0
C 4.040 -0.418 -0.126 0.1 0.0 -0.1
C 4.761 -1.495 0.460 0.0 0.1 -0.1
H 4.759 -3.112 1.843 0.0 0.0 0.0
H 2.389 -2.713 2.546 0.0 0.0 0.0
H 1.101 -0.895 1.507 0.0 0.0 0.1
H 2.038 2.505 -1.694 0.0 0.0 0.0
H 4.367 2.151 -2.310 0.0 0.0 0.0
H 5.681 0.299 -1.353 0.0 0.0 0.0
H 5.791 -1.653 0.156 0.0 0.0 0.0
C -1.330 -5.177 1.056 -0.1 -0.1 0.0
C -0.214 -4.150 1.195 0.1 0.1 -0.1
N 0.591 -3.970 -0.004 0.0 0.0 -0.1
C 1.865 -4.671 -0.084 0.0 0.1 0.1
C 1.791 -6.030 -0.770 0.0 -0.1 -0.1
C 0.141 -3.162 -1.017 -0.1 0.0 0.0
C 1.094 -2.911 -2.154 0.1 0.0 0.0
N -1.008 -2.581 -1.069 0.2 -0.2 0.2
H -1.822 -5.336 2.017 0.0 0.0 0.0
H -0.936 -6.135 0.710 0.0 0.0 0.0
H -2.091 -4.852 0.347 0.0 0.0 0.0
H 0.465 -4.438 1.999 0.0 -0.1 0.0
H -0.626 -3.184 1.488 -0.1 0.0 0.0
H 2.222 -4.789 0.939 0.0 0.0 0.0
H 2.606 -4.036 -0.566 0.0 0.0 0.0
H 1.174 -6.731 -0.205 0.0 0.0 0.0
H 2.789 -6.463 -0.868 0.0 0.0 0.0
H 1.360 -5.942 -1.769 0.0 0.0 0.0
H 1.954 -2.334 -1.804 0.0 0.0 0.0
H 0.567 -2.337 -2.910 0.0 0.0 0.0
H 1.464 -3.837 -2.597 0.0 0.0 0.0
H -1.579 -2.784 -0.249 0.0 0.0 -0.1
```
Positions in Å, forces in eV/Å.

Here are the natural (NBO) charges for atoms 1 to 6, given in e: atom 1 (Rb): 0.89, atom 2 (C): -0.53, atom 3 (C): -0.56, atom 4 (S): 0.27, atom 5 (C): -0.57, atom 6 (C): -0.56